No. 1
Formula: C9H9N3O2
Source: the Open Molecules 2025 dataset
Level of theory: ωB97M-V/def2-TZVPD

Structure (ORCA input):
```
! RIJCOSX wB97M-V def2-TZVPD def2/J DEFGRID3
* xyz 0 1
O -4.60527 -1.42670 2.40858
C -3.72606 -1.67215 1.65928
C -2.93455 -0.72888 0.87353
C -1.79314 -1.01671 0.33977
N -1.09545 -2.19375 0.55190
C -1.86561 -3.24300 0.93672
O -1.52138 -4.33509 0.95802
N -3.30531 -2.86322 1.29002
H -3.34064 0.32193 0.84909
H -1.10603 -0.44358 -0.12207
H -0.14654 -2.35179 0.32428
H -3.69122 -3.60355 1.77027
C 1.43752 1.82639 -0.82931
C 2.48683 1.11418 -0.30360
C 3.82123 1.58138 -0.43880
N 4.25662 2.57692 -1.25939
C 3.23823 3.10116 -2.06415
C 1.84604 2.92241 -1.70348
H 0.39505 1.53237 -0.61957
H 2.47547 0.47509 0.68162
H 4.68926 0.94810 -0.00743
H 3.32231 3.80870 -2.94385
H 1.16263 3.66977 -2.35144
*
```

Results
SMILES: O=c1cc[nH]c(=O)[nH]1.c1ccncc1
HOMO-LUMO gap: 0.3672 Ha


No. 2
Formula: C9H9N3O2
Source: the Open Molecules 2025 dataset
Level of theory: ωB97M-V/def2-TZVPD

Structure (ORCA input):
```
! RIJCOSX wB97M-V def2-TZVPD def2/J DEFGRID3
* xyz 0 1
O 0.51491 -2.31958 -1.33760
C 0.96812 -1.37892 -0.61355
C 1.50851 -1.57320 0.75809
C 1.85256 -0.44133 1.40358
N 2.01673 0.72437 0.69962
C 1.46384 1.02155 -0.46601
O 1.39879 2.12410 -0.84351
N 1.21947 -0.15806 -1.19636
H 1.46270 -2.63773 1.21207
H 2.19414 -0.31508 2.40314
H 1.79747 1.60736 1.45615
H 0.74776 -0.03196 -2.11491
C -2.52174 0.05708 -0.85987
C -2.05172 1.37918 -0.63828
C -1.43680 1.50204 0.57449
N -1.15340 0.52304 1.50302
C -1.64295 -0.65237 1.15046
C -2.44956 -0.89946 0.04000
H -3.15113 -0.12181 -1.79704
H -2.10358 2.25202 -1.32335
H -1.08422 2.44345 1.02932
H -1.10911 -1.51464 1.78669
H -2.78489 -1.83066 -0.34065
*
```

Results
SMILES: O=c1cc[nH]c(=O)[nH]1.c1ccncc1
HOMO-LUMO gap: 0.3680 Ha


No. 3
Formula: C9H9N4
Source: the Open Molecules 2025 dataset
Level of theory: ωB97M-V/def2-TZVPD

Structure (ORCA input):
```
! RIJCOSX wB97M-V def2-TZVPD def2/J DEFGRID3
* xyz 1 1
C 2.67901 -1.66867 -0.33784
C -2.63604 0.91951 0.08283
C -1.41609 1.56470 -0.09363
C -2.62660 -0.44333 0.02492
C 2.66820 -0.36681 -0.36172
C -0.20459 0.89218 -0.15132
C -0.29833 -0.54325 -0.27338
C 2.40238 0.92939 -0.11834
C -1.48578 -2.57265 0.20117
N 2.69969 -2.81111 -0.22008
N 1.02970 1.48259 -0.19906
N -1.45523 -1.14824 -0.07486
N 3.16575 1.97433 0.12904
H -3.41469 1.62554 0.22566
H -1.40735 2.59193 0.09335
H -3.49151 -1.08987 0.09427
H -2.57229 -2.97733 0.42487
H -0.90657 -3.15276 -0.49095
H -0.80118 -2.61839 0.97424
H 1.06317 2.51585 -0.23716
H 4.13835 2.03719 -0.10631
H 2.87001 2.85920 0.41429
*
```

Results
HOMO-LUMO gap (alpha / beta): 0.2105 / 0.2114 Ha


No. 4
Formula: C9H9N4O2
Source: the Open Molecules 2025 dataset
Level of theory: ωB97M-V/def2-TZVPD

Structure (ORCA input):
```
! RIJCOSX wB97M-V def2-TZVPD def2/J DEFGRID3
* xyz 1 3
C 1.71646 2.32670 -2.70442
C 1.14479 1.13749 -3.05563
C 1.51122 2.82275 -1.34096
C 0.45422 0.27238 -2.19737
C 0.44873 1.97147 -0.65831
C 0.07027 0.62409 -0.88259
C -0.87749 -0.24694 1.26903
C -0.46045 1.30981 3.10247
C 0.04978 3.17903 -0.91032
N -0.56453 -0.30524 -0.05614
N -2.58478 -4.43925 1.45749
N -0.51298 0.86681 1.95522
N -2.57234 -3.69352 2.54453
O -1.36746 -1.20611 1.78774
O -0.27856 1.91313 4.08144
H 2.16967 2.85512 -3.49052
H 1.44733 0.88439 -4.07487
H 2.33484 3.19238 -0.60765
H 0.24000 -0.75189 -2.39865
H -0.68930 3.82349 -1.13894
H -0.87984 -1.20579 -0.48411
H -3.16852 -5.26137 1.49993
H -2.14754 -2.80918 2.36292
H -2.61083 -3.97995 3.49963
*
```

Results
HOMO-LUMO gap (alpha / beta): 0.1611 / 0.1522 Ha


No. 5
Formula: C9H9NOS
Source: the Open Molecules 2025 dataset
Level of theory: ωB97M-V/def2-TZVPD

Structure (ORCA input):
```
! RIJCOSX wB97M-V def2-TZVPD def2/J DEFGRID3
* xyz 0 1
C 1.52912 1.71252 0.09749
C 1.17850 0.20683 0.10217
C 0.02794 -0.43142 0.02886
C -1.37128 -0.02066 -0.04840
C -1.84026 1.21074 -0.43581
C -3.12895 1.46809 -0.11845
S -3.84320 0.03181 0.54943
C -2.39323 -0.81189 0.42849
C 0.44311 -2.14944 -0.11410
O -0.29618 -3.02078 -0.41882
N 1.72647 -2.08581 0.08298
C 2.29844 -0.71739 0.09738
H 2.36913 1.87636 -0.43425
H 1.46409 2.14757 1.10682
H 0.75771 2.16875 -0.49543
H -0.99003 1.83646 -0.66181
H -3.70830 2.37261 -0.27859
H -2.28403 -1.87349 0.59647
H 2.27844 -2.75582 -0.28385
H 2.82519 -0.54086 -0.79470
H 2.95731 -0.62421 0.99411
*
```

Results
SMILES: CC1=C(c2ccsc2)C(=O)NC1
HOMO-LUMO gap: 0.3303 Ha


No. 6
Formula: C9H9NS
Source: the Open Molecules 2025 dataset
Level of theory: ωB97M-V/def2-TZVPD

Structure (ORCA input):
```
! RIJCOSX wB97M-V def2-TZVPD def2/J DEFGRID3
* xyz 0 1
C 2.55776 0.07234 -1.79756
C 1.59168 0.33125 -1.21904
C 0.21093 0.32893 -0.24354
C -0.92094 1.09468 -0.89704
C 0.73604 1.10537 0.98774
C 0.16073 2.04956 1.70472
C -0.10257 -1.07148 0.01661
N -0.60072 -1.91691 -0.80709
C -0.75288 -3.11352 -0.24571
C -0.15800 -3.35309 1.02014
S 0.36904 -1.77596 1.61780
H 3.53636 0.16602 -2.28702
H -1.72945 1.26664 -0.05708
H -0.54743 2.11407 -1.14190
H -1.29830 0.51302 -1.76296
H 1.61439 0.62612 1.36884
H 0.83563 2.37869 2.37980
H -0.83243 2.33993 1.59212
H -1.28767 -3.69415 -0.96374
H -0.12497 -4.26722 1.62395
*
```

Results
SMILES: C#C[C@](C)(C=C)c1nccs1
HOMO-LUMO gap: 0.3502 Ha


No. 7
Formula: C9H9NS
Source: the Open Molecules 2025 dataset
Level of theory: ωB97M-V/def2-TZVPD

Structure (ORCA input):
```
! RIJCOSX wB97M-V def2-TZVPD def2/J DEFGRID3
* xyz 0 1
C -0.61326 1.41244 -2.49810
C 0.31504 1.22913 -3.52511
C -0.41080 0.78995 -1.29855
C 1.39691 0.42802 -3.30237
C 0.68999 -0.05490 -1.02824
C 1.65642 -0.25701 -2.08938
C -0.56176 -1.10446 3.61434
C 0.21589 -1.15386 2.51447
C -0.09377 -0.49795 1.30932
N 0.74062 -0.60575 0.24433
S 3.12391 -1.18782 -2.22936
H -1.47977 2.03982 -2.63993
H 0.17801 1.71913 -4.47634
H -1.13082 0.95766 -0.51459
H 2.12449 0.28477 -4.08735
H -0.28656 -1.61381 4.51952
H -1.48573 -0.55127 3.62022
H 1.13738 -1.72328 2.53835
H -0.98620 0.09374 1.22603
H 1.55995 -1.19225 0.39560
*
```

Results
HOMO-LUMO gap (alpha / beta): 0.2661 / 0.1827 Ha


No. 8
Formula: C9H9NdO6
Source: the Open Molecules 2025 dataset
Level of theory: ωB97M-V/def2-TZVPD

Structure (ORCA input):
```
! RIJCOSX wB97M-V def2-TZVPD def2/J DEFGRID3
* xyz 2 4
O -0.59908 6.89160 -0.15913
C -1.07881 5.83245 -0.01641
Nd -0.64395 1.05467 -1.49757
O -1.76144 1.32960 2.50034
C -1.28164 1.33385 1.45233
C -2.55156 -0.44720 -0.25688
O -2.79032 -1.03531 0.73601
C -3.89978 -0.38404 -1.17279
O -3.96472 -0.46011 -2.36401
C -2.73228 2.42914 -0.59289
O -3.77030 2.89495 -0.28315
H 0.78782 0.61895 -2.59445
C 2.04760 -2.59847 0.13449
C 2.72345 -1.52015 0.99635
C 1.91399 -0.23327 0.81185
O 0.87477 -0.49960 -0.18516
C 0.89181 -1.91622 -0.60514
H 2.75490 -3.04367 -0.56718
H 1.67479 -3.41502 0.75959
H 3.75981 -1.36672 0.67949
H 2.75889 -1.81598 2.04709
H 1.41365 0.05888 1.74294
H 2.53828 0.59739 0.46152
H 1.00903 -1.95350 -1.69840
H -0.07491 -2.35223 -0.32884
*
```

Results
HOMO-LUMO gap (alpha / beta): 0.2813 / 0.2869 Ha


No. 9
Formula: C9H9O6Yb
Source: the Open Molecules 2025 dataset
Level of theory: ωB97M-V/def2-TZVPD

Structure (ORCA input):
```
! RIJCOSX wB97M-V def2-TZVPD def2/J DEFGRID3
* xyz 2 2
O -0.02545 3.46871 -0.09755
C -0.00202 2.32572 -0.07193
Yb -0.00677 -0.02845 0.32163
C 0.01690 -2.35397 -0.12147
O 0.02428 -3.49486 -0.16946
C -0.00170 -0.03407 -2.28043
O -0.09127 -1.04162 -2.88352
C 2.30780 0.00067 -0.34327
O 3.44708 0.04126 -0.44345
C -2.32030 -0.03664 -0.31884
O -3.44733 -0.00315 -0.44177
H 0.09564 1.09823 -2.61812
C 0.03350 1.70902 3.72684
C 1.02558 0.64537 4.18253
C 1.34089 -0.07507 2.88602
O -0.05761 -0.13753 2.33785
C -0.96582 0.91426 2.90728
H -0.47415 2.23160 4.52264
H 0.54611 2.43950 3.07960
H 0.51932 -0.06286 4.86540
H 1.93135 1.02401 4.63414
H 1.96448 0.54865 2.19326
H 1.71447 -1.12387 2.91856
H -1.64998 0.28252 3.50276
H -1.51191 1.45329 2.07950
*
```

Results
HOMO-LUMO gap (alpha / beta): 0.2640 / 0.2733 Ha


No. 10
Formula: CBr2ClNO2
Source: the Open Molecules 2025 dataset
Level of theory: ωB97M-V/def2-TZVPD

Structure (ORCA input):
```
! RIJCOSX wB97M-V def2-TZVPD def2/J DEFGRID3
* xyz 0 1
O -1.44870 1.14139 -0.08341
N -0.27837 0.91841 0.00375
O 0.62836 1.69494 -0.04506
C 0.09913 -0.51619 0.20839
Cl 1.44043 -0.68127 1.26446
Br 0.95114 -0.97943 -1.89979
Br -1.39197 -1.57784 0.55165
*
```

Results
SMILES: O=[N+]([O-])C(Cl)(Br)Br
HOMO-LUMO gap: 0.3178 Ha


No. 11
Formula: CBr2N2O
Source: the Open Molecules 2025 dataset
Level of theory: ωB97M-V/def2-TZVPD

Structure (ORCA input):
```
! RIJCOSX wB97M-V def2-TZVPD def2/J DEFGRID3
* xyz 0 1
N -1.07040 0.23025 -0.30961
C -1.16272 -0.77927 -0.83418
Br -1.45578 -2.30272 -1.68708
O 1.26408 1.61889 -0.03321
N 0.68638 1.31767 0.88097
Br 1.73844 -0.08481 1.98311
*
```

Results
SMILES: N#CBr.O=NBr
HOMO-LUMO gap: 0.3356 Ha


No. 12
Formula: CBrCl2F2OP
Source: the Open Molecules 2025 dataset
Level of theory: ωB97M-V/def2-TZVPD

Structure (ORCA input):
```
! RIJCOSX wB97M-V def2-TZVPD def2/J DEFGRID3
* xyz 0 1
C -1.06304 0.37747 -0.35266
O 1.44539 -0.99610 1.76049
F -0.98665 0.67550 -1.69474
F -1.16894 1.53351 0.30889
P 1.28510 -0.70164 0.38239
Cl 2.62910 0.55376 -0.25978
Cl 1.27937 -2.27872 -0.72604
Br -2.41987 -0.88054 0.16666
*
```

Results
HOMO-LUMO gap (alpha / beta): 0.2969 / 0.2969 Ha


E_tot: -18041.901; -18043.013; -15425.890; -19520.649; -23850.268; -21799.671; -21801.972; -37017.028; -53273.325; -159225.021; -146146.042; -112895.184 (eV)